Record 1
Density functional theory data (ωB97M-V with the def2-TZVPD basis set) for one molecule with the formula C2H5OPS.

Output
HOMO level: -8.67 eV
Structure (SMILES): CP(S)C=O

The geometry in XYZ format:
```
10
C2H5OPS | the OMol25 dataset | ωB97M-V with the def2-TZVPD basis set
C 0.33 -1.40 -0.94
C 0.20 0.34 1.32
O 0.64 -2.22 -0.14
P 0.52 0.64 -0.43
S -1.32 1.44 -0.98
H -0.18 -1.71 -1.86
H 0.54 1.19 1.95
H 0.88 -0.66 1.42
H -0.83 0.21 1.41
H -0.78 2.18 -1.76
```

Record 2
Density functional theory data (ωB97M-V with the def2-TZVPD basis set) for a 3-piece molecular cluster, CH4INO overall.

Output
HOMO level (alpha / beta): -8.29 / -8.01 eV

The geometry in XYZ format:
```
8
CH4INO | the OMol25 dataset | ωB97M-V with the def2-TZVPD basis set
C -1.23 -0.88 -0.51
N -0.98 0.38 1.30
O -1.12 -0.82 0.72
I -1.19 0.27 3.30
H -1.49 -1.87 -0.76
H 1.71 0.72 0.06
H -1.07 0.08 -0.98
H 0.78 0.62 -0.03
```

Record 3
Density functional theory data (ωB97M-V with the def2-TZVPD basis set) for one molecule with the formula C6H12O.

Output
HOMO level: -9.59 eV
Structure (SMILES): C[C@@H]1C[C@@H]1[C@@H](C)O

The geometry in XYZ format:
```
19
C6H12O | the OMol25 dataset | ωB97M-V with the def2-TZVPD basis set
C 2.41 0.08 -0.16
C 1.05 -0.31 0.41
O 1.07 -0.56 1.80
C 0.01 0.78 0.13
C -0.59 0.93 -1.22
C -1.45 0.45 0.11
C -1.96 -0.98 0.09
H 2.07 0.65 -1.05
H 3.03 -0.76 -0.48
H 3.01 0.63 0.58
H 0.76 -1.22 -0.14
H 0.13 -0.48 2.03
H 0.12 1.77 0.59
H -0.50 0.14 -1.97
H -0.72 1.90 -1.71
H -2.11 1.06 0.77
H -1.36 -1.58 -0.59
H -3.01 -1.03 -0.26
H -1.95 -1.47 1.07
```

Record 4
Density functional theory data (ωB97M-V with the def2-TZVPD basis set) for a 2-piece molecular cluster, C4H5I overall.

Output
HOMO level: -7.50 eV

The geometry in XYZ format:
```
10
C4H5I | the OMol25 dataset | ωB97M-V with the def2-TZVPD basis set
C -0.98 -1.15 -1.08
C 0.07 -0.48 -1.60
C 0.12 -0.94 -0.26
C -0.26 0.88 1.25
I -0.76 2.22 -0.30
H -1.92 -1.44 -1.16
H 0.48 0.13 -2.40
H 0.84 -1.67 0.08
H 0.73 0.95 1.66
H -1.06 0.40 1.72
```